Computed, not measured: C25H16CoF5N3SSe2Te as an isolated structure, with ωB97M-V/def2-TZVPD.

Geometry as XYZ:
```
54
Properties=species:S:1:pos:R:3:mulliken_spin:R:1
Co 0.55889 -0.48984 0.28191 2.609
F 6.68936 2.06849 0.78815 0.001
C 5.41471 1.92986 0.45107 0.011
C 4.54149 1.26062 1.29136 -0.002
F 4.97020 0.74492 2.44060 0.000
C 3.22025 1.13154 0.91700 0.019
F 2.38336 0.47447 1.76263 0.014
C 2.71615 1.62607 -0.27639 -0.006
S 1.03286 1.42632 -0.75622 0.177
C 3.61816 2.29333 -1.09816 -0.007
F 3.20637 2.79473 -2.26108 0.000
C 4.94741 2.44874 -0.74598 -0.002
F 5.78268 3.08655 -1.55679 0.000
Se -0.61246 -0.98899 2.38605 0.874
C -1.23640 0.65919 3.04273 -0.029
C -2.10609 0.63240 4.13535 0.067
C -2.57571 1.83962 4.62786 -0.037
N -2.24072 3.01717 4.10614 0.098
C -1.41182 3.03459 3.06517 -0.033
C -0.87821 1.88999 2.49328 0.046
H -2.40765 -0.30274 4.58784 0.003
H -3.24960 1.85924 5.47547 -0.001
H -1.15988 4.00981 2.66602 -0.001
H -0.20836 1.96135 1.64667 0.011
Se 2.71408 -2.83522 1.40776 0.010
N 2.07035 -1.84068 0.05375 0.051
C 2.69948 -2.20186 -1.05734 -0.014
C 2.51230 -1.63097 -2.34845 0.005
C 3.24872 -2.12412 -3.37423 0.003
C 4.19627 -3.18869 -3.20097 -0.002
C 4.41372 -3.75073 -1.99151 0.003
C 3.66664 -3.26498 -0.87240 -0.001
N 3.80077 -3.72448 0.35533 0.013
H 1.81988 -0.80937 -2.47738 0.002
H 3.13181 -1.70054 -4.36326 0.000
H 4.74706 -3.53308 -4.06553 0.000
H 5.12833 -4.54646 -1.83545 0.000
C -3.18780 -1.85578 -0.30751 0.009
Te -1.49533 -1.13727 -1.40764 0.097
C -2.50965 0.74623 -1.29200 -0.002
C -3.96330 0.37418 -1.14153 0.002
C -4.97127 1.27619 -1.46213 0.002
C -6.30112 0.91798 -1.30731 0.002
C -6.63059 -0.34452 -0.83399 -0.001
C -5.62963 -1.24843 -0.51462 0.001
C -4.29405 -0.89297 -0.66461 -0.001
H -2.96626 -1.84424 0.75939 0.008
H -3.40450 -2.87713 -0.61053 -0.001
H -2.30834 1.31740 -2.19497 0.000
H -2.13184 1.30144 -0.43283 0.004
H -4.71431 2.25747 -1.84226 0.000
H -7.08139 1.62023 -1.56835 0.000
H -7.66828 -0.62974 -0.72536 0.000
H -5.88673 -2.23726 -0.15475 0.000
```

Orbital gap (spin up / spin down): 6.8742 / 5.0098 eV
E: -8477.431945 Ha
Charge: +1
E_HOMO (spin up / spin down): -11.072 / -11.282 eV
Energy relative to the best compared isomer or geometry (same formula, charge and spin): 0.0 kJ/mol
Spin multiplicity: 5



Computed, not measured: C25H16F12MnN2O2S as an isolated structure in a non-equilibrium geometry, with ωB97M-V/def2-TZVPD.

Geometry as XYZ:
```
59
Properties=species:S:1:pos:R:3:nbo_charge:R:1
Mn -0.30383 0.62866 -1.28196 0.911
C -2.93947 -0.02749 5.33771 -0.694
C -2.11297 -0.09928 4.12981 0.234
C -1.05715 -1.02379 4.00359 -0.221
C -0.30470 -1.07201 2.87107 -0.102
C -0.52924 -0.18666 1.76004 0.224
N 0.26196 -0.24021 0.68561 -0.367
C 1.50096 -0.78200 0.75522 0.181
C 2.29834 -0.59870 1.92485 -0.130
C 3.59065 -1.03504 1.99250 -0.209
C 4.16888 -1.73105 0.91798 0.209
C 5.58227 -2.13690 0.93303 -0.684
C 3.36934 -1.97155 -0.23241 -0.166
C 2.10209 -1.47830 -0.35340 -0.037
C 1.29613 -1.72020 -1.62027 0.060
O 0.53856 -0.56025 -1.85862 -0.302
C 2.15773 -1.90691 -2.91637 0.992
F 1.37060 -1.74146 -3.97306 -0.281
F 2.71375 -3.10104 -2.94218 -0.273
F 3.10136 -0.95997 -2.93736 -0.295
C 0.28374 -2.92217 -1.44202 0.978
F -0.74708 -2.48741 -0.66513 -0.328
F -0.21570 -3.31350 -2.59402 -0.265
F 0.86513 -3.92695 -0.82754 -0.269
C -1.68727 0.67888 1.85390 -0.036
C -2.40686 0.73092 3.00860 -0.125
C -2.15725 1.54916 0.70030 0.057
O -1.29692 1.43787 -0.39356 -0.298
C -3.53999 1.00506 0.14820 0.984
F -3.98848 1.80155 -0.80887 -0.276
F -3.27868 -0.21313 -0.39941 -0.319
F -4.44659 0.85713 1.07799 -0.263
C -2.18376 3.07721 1.05029 0.985
F -2.24168 3.77426 -0.07790 -0.279
F -1.04371 3.36730 1.68361 -0.294
F -3.21401 3.36691 1.81852 -0.273
H -2.46624 -0.48821 6.20162 0.271
H -3.24842 0.99670 5.55882 0.279
H -3.88725 -0.56323 5.17120 0.305
H -0.86526 -1.71866 4.81133 0.272
H 0.44203 -1.84972 2.77117 0.256
H 1.89265 0.00079 2.73036 0.248
H 4.18682 -0.81578 2.86899 0.269
H 5.98114 -2.24561 1.93959 0.268
H 5.77088 -3.03015 0.33782 0.268
H 6.17718 -1.34366 0.45496 0.291
H 3.80353 -2.57853 -1.01540 0.267
H -3.24178 1.41283 3.10427 0.263
S 1.13206 2.33823 -1.80114 0.382
C 0.04055 2.39975 -3.19234 0.061
C -0.02177 3.24701 -4.27276 -0.225
C -1.03805 3.00128 -5.19453 -0.049
C -1.92520 1.94227 -5.00976 -0.215
C -1.79838 1.13692 -3.89619 0.084
N -0.81970 1.38812 -3.01483 -0.406
H 0.68533 4.05688 -4.38775 0.279
H -1.13902 3.64060 -6.06229 0.274
H -2.71073 1.73474 -5.72233 0.279
H -2.45651 0.29851 -3.70953 0.248
```

Orbital gap (spin up / spin down): 5.5308 / 5.5288 eV
E: -3968.697792 Ha
Charge: +3
E_HOMO (spin up / spin down): -18.098 / -18.099 eV
Spin multiplicity: 1



Computed, not measured: C25H17AgClFN6O10S3 as an isolated structure in a non-equilibrium geometry, with ωB97M-V/def2-TZVPD.

Geometry as XYZ:
```
64
Properties=species:S:1:pos:R:3:nbo_charge:R:1
Ag -0.45548 0.08632 -0.73268 0.868
N -0.08084 4.90055 -0.15143 -0.628
C 1.19534 5.45514 -0.16494 0.224
C 1.41920 6.73295 0.34966 -0.269
C 2.67616 7.32065 0.30040 -0.225
C 3.75781 6.59636 -0.20220 -0.234
C 3.56278 5.30341 -0.67021 -0.197
C 2.27709 4.76428 -0.68575 -0.249
S 2.02537 3.19323 -1.46049 0.548
N 0.53642 2.72894 -0.81722 -0.593
C -0.29117 3.52803 -0.29588 0.395
C -1.57328 2.96643 0.26666 0.141
C -2.69747 3.74878 0.48335 -0.243
C -3.81938 3.17517 1.10082 -0.186
C -3.82550 1.80084 1.31387 -0.216
C -2.67495 1.06099 0.99318 0.078
N -1.63231 1.64991 0.45155 -0.473
H -0.64326 5.26067 0.58060 0.384
H 0.53453 7.25161 0.73248 0.196
H 2.79673 8.34208 0.64933 0.203
H 4.73638 7.06911 -0.16337 0.206
H 4.39349 4.65786 -0.94298 0.236
H -2.68440 4.81778 0.17853 0.206
H -4.72609 3.74737 1.27070 0.210
H -4.66294 1.29571 1.72495 0.239
H -2.69305 -0.02503 1.10671 0.239
O -5.78458 -1.22852 1.19429 -0.963
S -5.54490 -1.55768 -0.19265 2.303
O -6.66120 -2.03991 -0.95971 -0.965
N -4.81348 -0.37588 -0.97626 -0.833
C -3.62680 -0.70721 -1.41018 0.120
S -2.66015 0.34010 -2.29311 -0.320
C -3.20808 -2.13140 -1.08158 -0.132
C -2.10888 -2.87717 -1.45215 -0.147
C -2.05657 -4.21250 -1.13621 -0.214
C -3.07712 -4.80676 -0.42616 -0.199
C -4.20649 -4.04556 -0.01292 -0.212
C -4.22519 -2.71745 -0.37647 -0.245
H -1.27271 -2.40645 -1.95924 0.243
H -1.13405 -4.76147 -1.41895 0.206
H -2.95337 -5.84693 -0.17822 0.201
H -5.01714 -4.49877 0.55513 0.217
O 4.22257 -1.00031 0.68700 -0.896
Cl 3.88087 0.28250 0.10841 2.556
O 3.25769 0.04123 -1.17475 -0.878
O 5.04296 1.09202 -0.01110 -0.883
O 2.93062 0.96471 0.97440 -0.885
F 3.73897 -4.39217 -2.55900 -0.314
C 3.57314 -4.28299 -1.23370 0.201
C 2.39463 -3.96728 -0.71554 0.042
N 2.21063 -3.86955 0.61634 -0.398
C 0.84667 -3.81539 1.09069 -0.331
C 0.01445 -2.55466 0.78263 0.775
O -1.09603 -2.48364 1.34305 -0.730
O 0.49705 -1.72818 -0.05700 -0.837
C 3.24381 -4.03318 1.52146 0.805
O 3.08907 -4.00884 2.72423 -0.642
N 4.45154 -4.27624 0.94690 -0.613
C 4.74862 -4.38800 -0.40567 0.605
O 5.89279 -4.55965 -0.76690 -0.610
H 1.58618 -3.74501 -1.38288 0.241
H 0.85657 -3.96685 2.14458 0.256
H 0.31610 -4.68256 0.68359 0.194
H 5.20065 -4.18153 1.59201 0.423
```

Orbital gap: 7.2165 eV
E: -3945.336658 Ha
Charge: -2
E_HOMO: -3.322 eV
Energy relative to the best compared isomer or geometry (same formula, charge and spin): 35.1 kJ/mol
Spin multiplicity: 1



Computed, not measured: C25H17AsAuN3O2S2 as an isolated structure in a non-equilibrium geometry, with ωB97M-V/def2-TZVPD.

Geometry as XYZ:
```
51
Properties=species:S:1:pos:R:3:mulliken_spin:R:1
Au 1.55171 2.94394 -0.96603 0.408
O 1.23971 2.07914 1.18567 0.119
N 2.32181 1.53864 1.73627 0.032
C 2.15661 0.86494 2.92367 -0.008
C 3.16871 0.16344 3.49327 0.002
C 4.43311 0.13284 2.87767 -0.002
C 4.60151 0.85544 1.69597 -0.003
C 3.56091 1.54954 1.11337 0.006
S 3.79331 2.41164 -0.36453 0.141
H 1.16651 0.94504 3.34087 0.000
H 2.98881 -0.36706 4.41597 0.003
H 5.24451 -0.43086 3.30577 0.000
H 5.55611 0.87484 1.19677 0.000
C -4.46869 0.64564 -2.47783 0.026
C -3.31189 0.88354 -3.20283 -0.010
C -2.08479 0.89994 -2.56493 -0.006
C -2.01359 0.65474 -1.20043 0.120
C -3.17389 0.45014 -0.46673 0.046
C -4.39819 0.43864 -1.10993 -0.005
As -0.25729 0.51304 -0.36273 0.592
C 0.26631 -1.22016 -1.08043 0.116
C 0.69321 -1.50786 -2.35803 -0.113
C 0.95731 -2.82566 -2.71733 0.181
C 0.80851 -3.83986 -1.77603 -0.029
C 0.38881 -3.56206 -0.49313 0.101
C 0.11081 -2.24406 -0.11093 0.152
C -0.36589 -1.80946 1.17677 0.076
C -0.58019 -2.60856 2.30597 0.074
C -1.06819 -2.05056 3.46767 -0.027
C -1.36879 -0.69286 3.54367 0.208
C -1.15559 0.11834 2.43497 -0.094
C -0.66409 -0.42796 1.26937 0.231
H -5.42819 0.63474 -2.97683 0.001
H -3.36809 1.05834 -4.26753 -0.003
H -1.17729 1.10964 -3.12233 0.011
H -3.11609 0.29874 0.60657 0.009
H -5.30269 0.26744 -0.54253 -0.001
H 0.82901 -0.70956 -3.07863 0.019
H 1.28241 -3.05586 -3.72183 0.020
H 1.03191 -4.86056 -2.05543 0.001
H 0.26631 -4.36566 0.22057 0.032
H -0.35929 -3.66616 2.26817 0.033
H -1.21729 -2.67426 4.33827 0.008
H -1.75969 -0.27356 4.45997 0.028
H -1.35969 1.18424 2.47007 -0.005
S 1.76501 1.88934 -3.23863 0.338
C 1.06721 2.99914 -4.23363 -0.029
N 0.59471 3.72554 -4.99393 0.089
O -2.35339 3.54314 -0.32343 0.020
C -1.27209 3.66214 -0.76903 0.024
N -0.21989 3.85674 -1.27163 0.068
```

Orbital gap (spin up / spin down): 3.7715 / 4.9567 eV
E: -4445.383266 Ha
Charge: -1
E_HOMO (spin up / spin down): -1.521 / -5.160 eV
Energy relative to the best compared isomer or geometry (same formula, charge and spin): 69.6 kJ/mol
Spin multiplicity: 4



Computed, not measured: C25H17AsCoF6N2O7Sb as an isolated structure, with ωB97M-V/def2-TZVPD.

Geometry as XYZ:
```
60
Properties=species:S:1:pos:R:3:mulliken_spin:R:1
Co -0.28116 -1.82889 -0.89391 2.250
O 3.58623 -1.97123 -0.50381 -0.004
C 2.44080 -1.90748 -0.14913 0.002
O 1.48736 -1.64646 -1.06712 -0.023
C 2.02107 -1.99828 1.27881 -0.012
C 3.02279 -1.81676 2.22264 -0.001
C 2.71646 -1.86887 3.56561 -0.001
C 1.42684 -2.10377 4.01217 0.003
C 0.44282 -2.26266 3.06757 0.020
C 0.69064 -2.24209 1.68213 0.003
O -0.28935 -2.45291 0.84982 0.097
N -0.93643 -2.34911 3.56101 0.002
O -1.75329 -1.62146 3.04209 0.000
O -1.15124 -3.11212 4.47356 0.001
N 3.77698 -1.64322 4.55502 0.000
O 3.46074 -1.66901 5.72460 0.000
O 4.90549 -1.49225 4.14162 0.001
H 4.03558 -1.63244 1.89312 0.001
H 1.19467 -2.13248 5.06707 -0.001
C -4.49294 2.51170 -1.03750 -0.021
C -4.04385 1.82942 0.08329 0.010
C -2.79270 1.23769 0.08081 -0.011
C -1.98845 1.35130 -1.05046 -0.037
C -2.44916 2.00248 -2.19219 -0.015
C -3.70195 2.59277 -2.17399 0.006
As -0.27083 0.52303 -1.08714 -0.182
C 0.64758 1.13034 -2.64247 -0.066
C 1.13783 0.22856 -3.57788 0.004
C 1.81198 0.70477 -4.69391 0.003
C 1.99885 2.06754 -4.86356 0.000
C 1.51508 2.96631 -3.92180 0.000
C 0.83590 2.50186 -2.80740 0.021
C 0.79265 1.00240 0.43503 -0.042
C 0.30006 0.77841 1.71931 0.004
C 1.11603 1.02141 2.81366 0.008
C 2.42053 1.45588 2.62736 -0.015
C 2.91559 1.64902 1.34598 0.002
C 2.10620 1.42004 0.24271 -0.012
H -5.47491 2.96371 -1.03326 -0.001
H -4.67633 1.73158 0.95376 0.000
H -2.48216 0.66729 0.94380 -0.007
H -1.84672 2.04945 -3.09053 0.000
H -4.06508 3.10259 -3.05516 0.000
H 1.02493 -0.83887 -3.43790 0.006
H 2.19743 0.00725 -5.42353 0.000
H 2.52818 2.43357 -5.73207 0.000
H 1.66567 4.02830 -4.05494 -0.001
H 0.45815 3.20490 -2.07268 0.003
H -0.68869 0.37221 1.88652 -0.001
H 0.73506 0.84596 3.81042 0.000
H 3.05842 1.62891 3.48316 0.000
H 3.93861 1.96572 1.19972 -0.001
H 2.51006 1.54646 -0.75400 0.000
F -2.02072 -2.20334 -1.43803 0.005
Sb -4.06600 -2.44403 -1.34492 0.001
F -3.87964 -1.73379 0.38207 0.000
F -3.67290 -4.13537 -0.66596 0.000
F -5.91568 -2.61551 -1.26165 0.000
F -3.88299 -3.10003 -3.08609 0.000
F -4.10010 -0.70037 -2.03148 0.000
```

Orbital gap (spin up / spin down): 5.7611 / 7.9751 eV
E: -6056.991501 Ha
Charge: 0
E_HOMO (spin up / spin down): -9.574 / -9.630 eV
Spin multiplicity: 3



Computed, not measured: C25H17AuF15N3STe as an isolated structure, with ωB97M-V/def2-TZVPD.

Geometry as XYZ:
```
63
Properties=species:S:1:pos:R:3:nbo_charge:R:1
Au 0.23002 0.78622 0.20142 1.183
C 0.13714 3.51109 -1.32513 -0.432
N 0.09513 3.03000 0.06571 -0.495
C -1.21732 3.25571 0.68410 -0.216
C -2.22684 2.34207 0.01203 -0.247
N -1.82051 0.93231 0.16281 -0.696
C -2.58028 -0.02002 -0.51081 0.017
C -2.71538 -1.28035 0.08966 0.360
F -2.05141 -1.52534 1.23186 -0.321
C -3.51516 -2.28360 -0.41513 0.255
F -3.59981 -3.45562 0.22335 -0.293
C -4.22652 -2.07761 -1.58370 0.267
F -4.99650 -3.04249 -2.08782 -0.282
C -4.10650 -0.86199 -2.22399 0.268
F -4.75480 -0.65054 -3.37078 -0.286
C -3.29519 0.13278 -1.70500 0.342
F -3.19079 1.25666 -2.43704 -0.315
C 1.26298 3.46556 0.83587 -0.231
C 2.47180 2.69849 0.33464 -0.240
N 2.22969 1.24339 0.43986 -0.706
C 3.11958 0.45133 -0.29855 0.018
C 3.45157 0.61817 -1.64511 0.323
F 2.86336 1.58704 -2.37152 -0.315
C 4.30414 -0.23454 -2.31999 0.269
F 4.56360 -0.03432 -3.61425 -0.286
C 4.84981 -1.32194 -1.66743 0.280
F 5.66683 -2.15695 -2.30902 -0.283
C 4.53634 -1.53320 -0.33646 0.254
F 5.06695 -2.57150 0.31229 -0.287
C 3.69667 -0.65640 0.32144 0.383
F 3.44267 -0.88472 1.61838 -0.305
H -0.02070 4.59556 -1.35447 0.188
H -0.62650 3.01999 -1.92073 0.226
H 1.09545 3.27463 -1.77214 0.229
H -1.52822 4.30535 0.61533 0.196
H -1.12810 2.98510 1.73720 0.206
H -2.37363 2.66211 -1.01582 0.196
H -3.19623 2.46710 0.51026 0.207
H 1.08252 3.19089 1.87614 0.206
H 1.41383 4.55084 0.78779 0.200
H 3.32066 2.94925 0.98365 0.206
H 2.75120 3.03210 -0.66313 0.191
C 0.15885 1.88177 4.15346 -0.891
Te 0.58647 0.10570 3.04444 0.630
C -1.11115 -0.89644 3.84945 -0.881
H -0.77671 2.32867 3.82780 0.218
H 0.97927 2.58119 4.00967 0.227
H 0.09548 1.62548 5.20809 0.234
H -1.01058 -0.91901 4.93191 0.224
H -1.11721 -1.91096 3.45937 0.243
H -2.02685 -0.39271 3.55297 0.233
F -1.08355 -6.09698 -0.39429 -0.279
C -0.72401 -4.85356 -0.69752 0.289
C 0.18844 -4.17958 0.09480 0.255
F 0.71099 -4.78023 1.16603 -0.287
C 0.55226 -2.88498 -0.22310 0.377
F 1.44628 -2.28108 0.57709 -0.316
C 0.01046 -2.20525 -1.30873 -0.322
S 0.46253 -0.57098 -1.77229 -0.206
C -0.90495 -2.91370 -2.08432 0.332
F -1.48289 -2.32866 -3.13637 -0.296
C -1.26860 -4.21619 -1.79729 0.265
F -2.16609 -4.84511 -2.55694 -0.284
```

Orbital gap: 6.2778 eV
E: -3426.838176 Ha
Charge: 0
E_HOMO: -7.929 eV
Spin multiplicity: 1